Record 1
Entry from the Open Molecules 2025 dataset: a 2-piece molecular cluster, CH5OS overall (the ωB97M-V functional and the def2-TZVPD basis).

Computed properties:
**Multiplicity**: 1
**HOMO-LUMO gap**: 6.76 eV
**Max |F|**: 1.62 eV Å⁻¹
**Total charge**: -1
**Electronic energy**: -514.540422 hartree
**LUMO energy**: 4.469 eV

Each line ends with the natural charge from an NBO analysis.
Element x y z (Å)
C -0.978 -0.693 -0.767  -0.742
S -0.004 0.756 -1.390  -0.764
H -2.004 -0.582 -1.044  0.176
H -0.660 -1.471 -1.404  0.178
H -0.789 -1.142 0.218  0.162
H 0.986 0.507 1.596  0.475
H 1.658 1.621 1.027  0.485
O 1.791 1.004 1.764  -0.970



Record 2
Entry from the Open Molecules 2025 dataset: a 2-piece molecular cluster, CH5OS overall (the ωB97M-V functional and the def2-TZVPD basis).

Computed properties:
**Multiplicity**: 2
**HOMO-LUMO gap (spin up / spin down)**: 10.62 / 7.09 eV
**Max |F|**: 0.53 eV Å⁻¹
**Electronic energy**: -514.467268 hartree
**LUMO energy (spin up / spin down)**: 0.861 / -2.270 eV
**⟨S²⟩**: 0.75

Each line ends with the natural charge from an NBO analysis.
Element x y z (Å)
C 0.521 1.706 0.067  -0.799
S -0.031 0.125 0.686  0.102
H 1.399 2.058 0.603  0.243
H -0.254 2.405 0.350  0.245
H 0.718 1.666 -1.000  0.224
H -1.471 -3.020 -0.182  0.462
H -0.343 -2.021 -0.125  0.467
O -0.538 -2.920 -0.399  -0.944



Record 3
Entry from the Open Molecules 2025 dataset: a 2-piece molecular cluster, CH5PS overall (the ωB97M-V functional and the def2-TZVPD basis).

Computed properties:
**Multiplicity**: 1
**HOMO-LUMO gap**: 9.93 eV
**Max |F|**: 4.36 eV Å⁻¹
**Structure (SMILES)**: C=P.S
**Electronic energy**: -780.551777 hartree
**LUMO energy**: 0.158 eV

Each line ends with the natural charge from an NBO analysis.
Element x y z (Å)
C 2.785 -0.045 -0.217  -0.762
P 1.404 0.827 0.225  0.435
S -4.072 0.577 0.178  -0.248
H -4.257 -0.126 -0.902  0.132
H 2.908 -1.060 0.101  0.200
H 3.669 0.362 -0.778  0.213
H 0.895 -0.228 0.735  -0.087
H -3.332 -0.307 0.659  0.116



Record 4
Entry from the Open Molecules 2025 dataset: a 2-piece molecular cluster, CH5PS overall (the ωB97M-V functional and the def2-TZVPD basis).

Computed properties:
**Multiplicity**: 1
**HOMO-LUMO gap**: 9.17 eV
**Max |F|**: 4.52 eV Å⁻¹
**Electronic energy**: -780.556760 hartree
**LUMO energy**: 0.691 eV

Each line ends with the natural charge from an NBO analysis.
Element x y z (Å)
C -1.012 0.361 -0.623  -0.740
P 0.923 -0.891 1.232  0.172
S 0.162 -0.903 -0.781  -0.032
H -1.351 0.569 -1.671  0.245
H -0.294 1.568 -0.123  0.149
H -1.766 0.152 0.110  0.215
H 2.262 -1.418 0.806  0.006
H 1.075 0.561 1.048  -0.015



Record 5
Entry from the Open Molecules 2025 dataset: CH5PS as an isolated structure (the ωB97M-V functional and the def2-TZVPD basis).

Computed properties:
**Multiplicity**: 1
**HOMO-LUMO gap**: 8.00 eV
**Max |F|**: 3.43 eV Å⁻¹
**Electronic energy**: -780.528508 hartree
**LUMO energy**: -0.033 eV

Each line ends with the natural charge from an NBO analysis.
Element x y z (Å)
C 0.706 -0.630 0.124  -0.659
P 0.239 1.745 -0.306  0.120
S -0.821 -1.409 0.072  0.035
H 1.442 -1.044 0.764  0.217
H 1.175 -0.677 -0.834  0.211
H -1.138 2.034 0.167  -0.013
H -0.516 1.279 -1.395  -0.032
H -1.087 -1.299 1.408  0.122



Record 6
Entry from the Open Molecules 2025 dataset: a 2-piece molecular cluster, CH5S3 overall (the ωB97M-V functional and the def2-TZVPD basis).

Computed properties:
**Multiplicity**: 1
**HOMO-LUMO gap**: 6.32 eV
**Max |F|**: 0.61 eV Å⁻¹
**Total charge**: -1
**Electronic energy**: -1235.697970 hartree
**LUMO energy**: 3.590 eV

Each line ends with the natural charge from an NBO analysis.
Element x y z (Å)
S -1.828 -0.496 1.682  -0.507
H -1.045 -1.586 1.735  0.107
C 1.139 -0.151 -0.620  -0.756
S 0.824 1.645 -0.684  -0.033
S -1.261 1.740 -0.769  -0.624
H 0.288 -0.637 -1.073  0.225
H 1.999 -0.398 -1.235  0.196
H 1.274 -0.423 0.421  0.204
H -1.391 0.306 0.543  0.189



Record 7
Entry from the Open Molecules 2025 dataset: a 2-piece molecular cluster, CH5S3 overall (the ωB97M-V functional and the def2-TZVPD basis).

Computed properties:
**Multiplicity**: 1
**HOMO-LUMO gap**: 5.87 eV
**Max |F|**: 0.94 eV Å⁻¹
**Total charge**: -1
**Electronic energy**: -1235.698060 hartree
**LUMO energy**: 3.321 eV

Each line ends with the natural charge from an NBO analysis.
Element x y z (Å)
S -1.204 3.007 1.134  -0.410
H -0.583 4.147 0.760  0.120
C 0.040 -2.041 -0.613  -0.748
S 1.675 -1.231 -0.498  -0.019
S 1.121 0.554 0.427  -0.749
H 0.196 -2.964 -1.167  0.192
H -0.614 -1.312 -1.085  0.211
H -0.350 -2.212 0.390  0.200
H -0.280 2.053 0.653  0.202



Record 8
Entry from the Open Molecules 2025 dataset: a 2-piece molecular cluster, CH5S3 overall (the ωB97M-V functional and the def2-TZVPD basis).

Computed properties:
**Multiplicity**: 1
**HOMO-LUMO gap**: 5.18 eV
**Max |F|**: 0.77 eV Å⁻¹
**Total charge**: -1
**Electronic energy**: -1235.687847 hartree
**LUMO energy**: 3.115 eV

Each line ends with the natural charge from an NBO analysis.
Element x y z (Å)
S -2.862 -3.776 1.844  -0.317
H -2.044 -2.887 1.262  0.171
C 2.046 1.713 -0.604  -0.766
S 0.336 2.268 -0.283  -0.049
S -0.696 1.121 -1.655  -0.773
H 2.556 2.001 -1.528  0.185
H 2.741 1.984 0.194  0.186
H 1.850 0.646 -0.675  0.218
H -3.927 -3.070 1.445  0.145



Q: Which of these has the highest electronic energy?
A: number 2



Q: Which value of multiplicity does entry 2 give?
A: 2



Q: Which of these has the lowest electronic energy?
A: number 7



Q: What is the formula in the fifth record?
A: CH5PS